Entry 1:
95
Properties=species:S:1:pos:R:3:lowdin_charge:R:1 method="wB97M-V/def2-TZVPD" multiplicity=1 total_charge=+1 e_homo_ev=-10.666
I 1.0332 -0.4440 -1.6816 1.110
I -2.5510 -3.9409 -0.9534 0.989
Br -1.7518 -1.6860 1.8785 0.480
S -0.0188 -2.4257 0.7285 0.511
O 5.4195 2.9523 -6.7651 0.021
O -7.6800 0.8935 6.0215 -0.001
O 2.2026 -1.4954 4.1271 0.022
O 3.6462 -1.8775 -4.9056 -0.024
O -5.5759 -4.4663 6.2116 0.026
O 2.4604 5.2877 -0.5011 0.004
O -2.2097 1.7612 -1.7223 -0.011
N 2.3276 5.1750 -2.7668 -0.193
N -8.2570 -0.4471 7.7618 -0.199
N 3.0129 -2.1184 -7.0723 -0.192
N 3.8845 -2.7387 3.2339 -0.195
N 5.5646 1.4762 -5.0406 -0.190
N -1.2723 3.2056 -0.2298 -0.188
N -4.5276 -2.6150 5.4015 -0.201
C -8.1073 0.7427 7.1522 -0.358
C 3.3885 -2.5797 -5.8718 -0.344
C -0.1452 3.5312 0.6325 -0.040
C 2.6447 -2.2247 3.2627 -0.377
C -8.7669 -0.5697 9.1143 -0.053
C -5.4905 -3.5636 5.4072 -0.377
C -1.2739 -2.4144 -1.6873 -0.839
C 6.9571 1.1662 -5.3193 -0.032
C -1.5079 -1.9076 -3.0752 -0.166
C 2.9229 4.9635 -1.5795 -0.350
C 1.0376 5.8456 -2.7903 -0.029
C 2.8970 -0.6805 -7.2637 -0.026
C -3.4977 -2.6571 6.4280 -0.032
C 4.9247 2.3638 -5.8244 -0.386
C 4.8996 0.8273 -3.9276 -0.065
C -4.4952 -1.5647 4.4104 -0.063
C 4.7993 -2.4116 4.3188 -0.027
C 2.7205 -3.0044 -8.1853 -0.048
C -2.4074 4.1151 -0.2836 -0.030
C -0.2984 -1.9096 -0.9552 -1.089
C 2.9264 4.7547 -4.0201 -0.057
C -1.2995 2.0957 -0.9771 -0.416
C 4.3413 -3.6044 2.1637 -0.050
C -7.8905 -1.6444 7.0288 -0.039
H -2.9604 -3.6044 6.3695 0.093
H -5.3269 -1.6667 3.7160 0.092
H 3.0819 5.6211 -4.6644 0.100
H 0.3145 5.2706 -2.2086 0.078
H 4.6342 -4.5724 2.5737 0.094
H -3.5518 -1.6227 3.8522 -0.003
H -3.3123 3.5907 0.0247 0.094
H 7.0481 0.7635 -6.3287 0.093
H 1.1303 6.8347 -2.3412 0.099
H 2.8517 -4.0432 -7.8902 0.085
H -2.5317 -2.1020 -3.3812 0.075
H 7.3264 0.4382 -4.6015 0.088
H 5.7572 -2.8982 4.1565 0.090
H -0.3977 1.4689 -0.8737 -0.025
H 5.4272 1.0680 -2.9998 0.090
H 3.8716 2.5186 -5.5284 0.111
H 4.3759 -2.7439 5.2666 0.098
H 2.0230 -2.5280 2.3982 0.063
H 3.4497 -3.6797 -5.8280 0.135
H 4.9403 -1.3318 4.3652 0.097
H -8.9943 0.4114 9.5256 0.084
H 0.6212 2.7608 0.5658 0.083
H 3.8669 1.1662 -3.8487 0.074
H -8.0203 -1.0552 9.7457 0.091
H -0.0386 -3.7891 0.7491 -0.021
H -2.8014 -1.8331 6.2915 0.088
H 3.5501 -3.7558 1.4306 0.074
H -2.2352 4.9631 0.3737 0.092
H 1.6898 -2.8550 -8.5116 0.092
H 7.5546 2.0763 -5.2584 0.095
H 3.8840 4.2697 -3.8419 0.073
H 3.8959 4.4492 -1.6680 0.135
H 5.2016 -3.1524 1.6672 0.094
H -8.0584 -2.5290 7.6373 0.094
H 3.3932 -2.7837 -9.0153 0.095
H 4.9096 -0.2491 -4.0820 0.058
H -8.4101 1.5956 7.7826 0.134
H -4.5601 -0.5923 4.9017 0.099
H 2.2566 4.0501 -4.5193 0.086
H 3.8591 -0.2053 -7.0668 0.087
H 2.1638 -0.2759 -6.5638 0.092
H -0.8017 -2.3337 -3.7860 0.100
H -8.4866 -1.7084 6.1169 0.097
H 2.5865 -0.4640 -8.2820 0.093
H -6.2231 -3.4401 4.5895 0.136
H -0.4866 3.6039 1.6669 0.094
H -9.6770 -1.1725 9.1103 0.091
H 0.6868 5.9417 -3.8145 0.090
H -2.5468 4.4671 -1.3061 0.093
H -1.4087 -0.8209 -3.0445 0.046
H 0.2885 4.4853 0.3310 0.071
H -6.8375 -1.5867 6.7489 0.074
H -3.9592 -2.5856 7.4133 0.095

Entry 2:
84
Properties=species:S:1:pos:R:3:lowdin_charge:R:1 method="wB97M-V/def2-TZVPD" smiles="C#CCOC(=O)OCOC.CCN(CC)CC.CCN(CC)CC.CCN(CC)CC" multiplicity=1 e_above_lowest_kj_mol=600.87 e_homo_ev=-8.095
O -3.5737 -4.0650 -3.9853 0.027
O -5.2622 -2.7317 -2.7864 -0.064
O -3.3927 -3.9999 -1.5480 -0.018
O -1.2741 -2.7134 -1.7036 -0.205
N 0.6810 -5.5232 2.2804 -0.190
N 2.7636 3.0378 -2.4929 -0.185
N -2.1258 4.7986 1.4048 -0.186
C -4.0603 -3.5900 -2.8059 -0.227
C -4.7890 -0.2174 -2.5026 -0.034
C 2.9016 -6.5884 1.5929 -0.091
C 4.2832 1.0624 -1.9214 -0.089
C 4.6089 4.6795 -2.0335 -0.090
C -2.5674 -2.9176 -0.9889 -0.171
C -4.2436 0.6750 -1.5305 0.052
C -0.1919 -6.3514 1.4418 -0.267
C 3.3361 3.9962 -1.5417 -0.270
C 3.6583 1.9819 -2.9661 -0.249
C -3.2689 2.7111 2.2092 -0.096
C 0.3706 5.2322 1.0392 -0.085
C 1.9480 -6.1277 2.6911 -0.252
C 1.4223 -3.8831 0.4600 -0.088
C -1.4234 5.4155 3.7848 -0.090
C -1.0696 5.3508 0.5489 -0.243
C -5.0682 -1.4896 -3.5507 -0.168
C -2.0424 3.3422 1.5562 -0.275
C -0.9808 -1.2633 -1.8339 -0.119
C -0.5237 -7.7149 2.0415 -0.093
C 1.4159 2.5918 -2.1215 -0.241
C 1.2689 1.7852 -0.8344 -0.091
C -2.4003 5.5616 2.6222 -0.249
C 0.7748 -4.1335 1.8190 -0.248
H -0.9774 -7.6130 3.0326 0.079
H 1.7273 -6.9911 3.3318 0.101
H -3.1652 1.6214 2.2138 0.071
H 0.2297 -6.4992 0.4431 0.097
H 0.7765 3.4803 -2.0392 0.103
H 2.6002 4.7926 -1.3604 0.101
H 1.0399 -4.5516 -0.3169 0.072
H 3.4602 -5.7515 1.1694 0.054
H 1.3001 -3.5354 2.5736 0.111
H 4.4437 5.1856 -2.9901 0.080
H 1.2101 -2.8572 0.1370 0.062
H 0.9840 2.0149 -2.9485 0.111
H 3.5815 0.2936 -1.5922 0.053
H -1.6057 -0.7580 -2.6992 0.099
H -1.2845 6.4066 0.3430 0.114
H 0.2100 1.7306 -0.5557 0.056
H -1.1233 4.3781 3.9545 0.069
H 3.6386 -7.2823 2.0110 0.072
H 1.8013 2.2374 0.0076 0.066
H -2.4940 6.6277 2.3745 0.117
H -1.9488 2.8906 0.5583 0.096
H 1.0575 5.4559 0.2146 0.056
H -6.0171 -1.1831 -4.2012 0.145
H -2.2589 -3.2377 0.1190 0.158
H 0.6112 4.2263 1.3958 0.064
H -0.2405 -3.7170 1.7921 0.097
H 3.5383 3.5310 -0.5724 0.097
H 5.1435 0.5415 -2.3552 0.074
H 1.6179 0.7598 -0.9571 0.045
H 4.9280 5.4332 -1.3066 0.074
H -1.1357 4.8582 -0.4299 0.104
H -3.3859 3.0278 3.2494 0.066
H -4.1704 -1.5406 -4.3195 0.146
H 4.6429 1.6059 -1.0436 0.069
H 2.3881 -7.1117 0.7820 0.070
H 2.4858 -5.4382 3.3561 0.115
H -1.8922 5.7726 4.7081 0.074
H 5.4346 3.9715 -2.1467 0.064
H -1.1982 -0.6445 -0.8624 0.090
H 3.1370 1.3643 -3.7101 0.116
H 0.3618 -8.3515 2.1224 0.064
H -0.5257 6.0179 3.6328 0.055
H -3.3999 5.2877 2.9835 0.102
H -1.1478 -5.8260 1.3045 0.114
H 0.5873 5.9450 1.8350 0.057
H -1.2385 -8.2373 1.3979 0.073
H -1.1522 3.0452 2.1184 0.097
H 2.5068 -3.9840 0.5036 0.054
H -3.1466 -1.8836 -0.8729 0.131
H 4.4719 2.4484 -3.5364 0.102
H 0.1608 -1.0700 -2.1194 0.106
H -3.5600 1.2427 -0.7338 0.053
H -4.1828 2.9584 1.6596 0.079

no.,calculated total energy (a.u.)
1,-5423.4992
2,-1411.0970